Formula: C25H54NO15P3
Source: the Open Molecules 2025 dataset
Level of theory: ωB97M-V/def2-TZVPD

Computed properties:
- Charge: 0
- SMILES: NCCCC1=CC(=O)OC1=O.CCOP(=O)(OCC)OCC.CCOP(=O)(OCC)OCC.CCOP(=O)(OCC)OCC

CARTESIAN COORDINATES (ANGSTROEM)
N: -1.940846 -6.124106 0.924779
C: -3.158377 -5.872756 0.177001
C: -3.243177 -4.559223 -0.670565
C: -1.941918 -3.764349 -0.845785
C: -1.311511 -3.858941 -2.194782
C: -1.828757 -3.985331 -3.412077
C: -0.717727 -3.979537 -4.401073
O: -0.746205 -4.150423 -5.578567
O: 0.444411 -3.695713 -3.704325
C: 0.184324 -3.774512 -2.353274
O: 1.028542 -3.764913 -1.520525
H: -1.190269 -6.478652 0.350828
H: -1.628402 -5.333416 1.468163
H: -3.980077 -5.833928 0.895874
H: -3.356892 -6.734585 -0.459554
H: -3.610567 -4.839809 -1.661669
H: -4.019582 -3.910621 -0.263854
H: -2.190088 -2.701463 -0.733448
H: -1.183164 -3.969309 -0.092248
H: -2.876559 -4.070968 -3.649750
O: -3.643239 -1.067370 2.310256
P: -3.360695 -1.312006 3.729722
O: -2.154950 -2.337409 3.934074
C: -0.906984 -2.098307 3.272486
C: -0.154998 -0.919820 3.860226
O: -4.541951 -2.213712 4.337416
C: -5.663747 -2.592533 3.540745
C: -5.421957 -3.939457 2.898671
O: -3.218166 -0.358948 4.986468
C: -3.234096 1.082465 4.854971
C: -4.447239 1.586520 4.099282
H: -1.077809 -1.952459 2.202518
H: -0.324932 -3.011193 3.393272
H: -0.645852 0.023634 3.608713
H: 0.859774 -0.878313 3.464462
H: -0.111267 -0.993395 4.946607
H: -5.881960 -1.834693 2.788322
H: -6.522330 -2.637258 4.212210
H: -4.490018 -3.923534 2.330799
H: -6.239473 -4.205695 2.226210
H: -5.325005 -4.720832 3.653281
H: -2.311888 1.415772 4.374226
H: -3.234696 1.478149 5.868157
H: -4.413408 1.283448 3.051639
H: -4.486127 2.675325 4.131946
H: -5.363865 1.183363 4.531734
O: 0.794096 6.589378 4.882352
P: 1.229393 5.190885 4.932420
O: 0.421300 4.264454 3.912342
C: 0.333736 4.647263 2.534708
C: 1.655153 4.493815 1.806538
O: 0.706090 4.538705 6.300485
C: -0.006488 5.301656 7.274890
C: -1.499382 5.173318 7.067782
O: 2.657868 4.501005 4.962230
C: 3.876415 5.264475 4.804532
C: 3.967010 6.427169 5.772071
H: -0.033320 5.673264 2.459105
H: -0.416435 3.994836 2.089638
H: 2.371376 5.251813 2.132948
H: 1.515495 4.613663 0.732196
H: 2.091982 3.514530 2.002733
H: 0.305056 6.346035 7.260611
H: 0.275215 4.893354 8.246504
H: -1.781699 5.457835 6.053471
H: -2.048983 5.801555 7.769867
H: -1.806677 4.135950 7.211876
H: 3.958436 5.611225 3.771969
H: 4.689883 4.562945 4.976747
H: 3.217562 7.187091 5.546518
H: 4.948877 6.896178 5.708650
H: 3.799973 6.088188 6.795127
O: 4.342765 -1.652284 -7.350063
P: 3.498841 -0.481748 -7.606946
O: 3.270203 -0.226109 -9.164773
C: 2.795670 -1.296984 -9.988769
C: 1.344013 -1.639868 -9.713274
O: 4.345117 0.841071 -7.272080
C: 5.673115 0.766099 -6.755255
C: 6.698168 0.844042 -7.866544
O: 2.139736 0.036481 -6.972808
C: 1.395423 -0.755042 -6.016722
C: 2.238879 -1.213910 -4.845487
H: 3.432147 -2.174851 -9.856386
H: 2.912009 -0.956912 -11.016786
H: 1.234170 -2.131355 -8.743529
H: 0.962144 -2.322388 -10.472652
H: 0.731016 -0.738478 -9.702481
H: 5.806698 -0.137263 -6.160197
H: 5.785496 1.618260 -6.082684
H: 6.518295 0.070914 -8.614115
H: 7.707075 0.721196 -7.470090
H: 6.637631 1.808128 -8.373338
H: 0.944989 -1.611182 -6.524574
H: 0.582660 -0.117439 -5.673400
H: 2.992937 -1.935714 -5.161924
H: 1.612757 -1.693341 -4.099036
H: 2.759828 -0.371095 -4.387958

Cartesian forces, eV/Å:
N -0.2 -0.3 -0.1
C -0.1 0.4 0.2
C 0.0 -0.4 -0.3
C -0.3 0.5 -0.3
C 0.3 -0.2 0.4
C 0.1 -0.1 0.2
C -0.7 0.2 0.0
O 0.2 0.1 0.2
O 0.6 -0.5 -0.2
C -0.6 0.2 -0.1
O 0.1 0.1 0.0
H 0.1 0.2 0.0
H 0.0 0.0 0.0
H 0.0 -0.1 0.0
H 0.1 0.0 0.0
H 0.0 0.1 0.0
H 0.1 0.0 0.2
H 0.1 0.0 0.1
H -0.1 -0.1 0.0
H 0.1 -0.1 -0.3
O 0.6 1.7 0.0
P -1.3 -3.5 1.0
O 0.2 0.4 -0.1
C 0.3 0.0 -0.1
C -0.2 0.1 0.0
O 0.0 0.4 0.1
C -0.2 -0.2 -0.1
C 0.1 -0.2 0.0
O 0.4 1.3 -1.0
C -0.1 0.3 0.0
C -0.1 -0.1 -0.2
H -0.1 0.0 0.0
H -0.1 0.0 0.1
H 0.0 0.0 0.0
H 0.0 0.0 0.0
H 0.0 -0.1 0.0
H 0.2 0.0 0.0
H 0.1 0.0 0.1
H 0.0 0.1 -0.1
H 0.0 0.0 0.0
H 0.0 0.0 0.0
H 0.0 -0.1 0.0
H 0.1 -0.2 0.1
H 0.0 0.0 0.0
H 0.0 0.0 0.1
H 0.0 0.1 0.1
O 1.5 0.6 -0.8
P -2.6 -2.1 1.9
O 0.3 0.2 -0.3
C 0.0 0.0 -0.3
C 0.1 0.1 0.1
O 0.3 0.0 0.0
C -0.2 0.1 0.2
C -0.1 -0.2 -0.1
O 0.6 1.3 -0.7
C 0.2 0.2 0.0
C -0.2 0.1 0.0
H 0.0 0.0 0.1
H 0.0 -0.1 0.1
H 0.0 0.0 0.0
H 0.0 0.0 0.0
H 0.0 0.0 0.0
H 0.0 0.0 -0.2
H 0.0 -0.1 0.0
H 0.1 0.1 0.0
H 0.0 0.0 0.0
H 0.0 0.0 0.0
H -0.1 0.0 0.0
H -0.1 -0.1 0.0
H 0.0 0.0 0.0
H 0.0 -0.1 0.0
H 0.1 0.0 0.0
O -1.4 -1.0 0.6
P 2.2 2.9 -1.2
O -0.3 -0.3 0.1
C -0.1 -0.2 -0.3
C 0.0 0.0 0.2
O -0.2 -0.1 0.2
C 0.3 0.1 0.0
C -0.1 0.0 -0.2
O -0.3 -1.6 0.4
C -0.1 -0.2 0.2
C 0.3 0.1 -0.1
H 0.0 0.0 0.1
H 0.0 0.1 0.0
H 0.0 0.0 0.0
H 0.0 0.0 0.0
H 0.0 0.0 -0.1
H -0.1 -0.1 -0.1
H -0.1 0.0 0.0
H 0.0 -0.1 0.1
H 0.0 0.0 0.0
H 0.0 0.0 0.0
H 0.0 0.0 0.0
H 0.1 0.1 -0.1
H -0.1 0.0 0.0
H 0.0 0.0 0.0
H -0.1 0.1 0.0

Mulliken population analysis, charges in e, atoms 1 to 6: number 1, N, carries -0.5725; number 2, C, carries -0.7350; number 3, C, carries -0.3697; number 4, C, carries -0.0620; number 5, C, carries 0.2115; number 6, C, carries -0.7444

=====

Formula: C25H55ClN2O8P2SSi2
Source: the Open Molecules 2025 dataset
Level of theory: ωB97M-V/def2-TZVPD

Computed properties:
- Charge: 0

CARTESIAN COORDINATES (ANGSTROEM)
C: -5.187884 -0.427628 -9.833333
C: -6.301989 -1.047105 -8.982957
C: -5.806027 -2.022129 -7.909863
C: -6.649613 -2.007600 -6.628206
C: -5.938536 -2.700281 -5.470976
C: -4.829252 -1.918030 -4.779330
C: -5.219078 -0.512109 -4.262170
Si: -3.698349 0.590467 -4.301666
O: -3.747322 1.740682 -3.082154
Si: -2.412403 2.634175 -2.645270
C: -0.775081 1.878407 -3.105412
C: -0.155079 2.165501 -4.327141
C: 1.078778 1.611090 -4.658349
C: 1.705748 0.750476 -3.764245
C: 1.106686 0.424784 -2.551252
C: -0.121650 0.994867 -2.234561
P: -2.510829 3.052363 -0.421986
O: -3.476502 1.939361 0.230336
O: -1.119260 2.723458 0.307501
S: -3.064145 4.870451 -0.126971
P: -3.573707 1.371116 -6.430942
O: -5.168011 1.409918 -6.876528
Cl: -3.236656 3.383256 -6.263741
H: -5.458433 0.593540 -10.081599
H: -4.262061 -0.363703 -9.273973
H: -5.032828 -0.955553 -10.765773
H: -6.805963 -0.230982 -8.469753
H: -7.057960 -1.508891 -9.607837
H: -4.783988 -1.748647 -7.636642
H: -5.777045 -3.041502 -8.280871
H: -7.004784 -1.007198 -6.392989
H: -7.544738 -2.590862 -6.837342
H: -5.474999 -3.589193 -5.898209
H: -6.650110 -3.073399 -4.742238
H: -3.933439 -1.860568 -5.396299
H: -4.538358 -2.487017 -3.901773
H: -5.572685 -0.568189 -3.236737
H: -6.017564 -0.052546 -4.837228
H: -2.537769 -0.306758 -4.138311
H: -2.494453 3.950733 -3.292367
H: -0.617714 2.829972 -5.042983
H: 1.541482 1.849240 -5.598990
H: 2.668639 0.326363 -4.004928
H: 1.565734 -0.251873 -1.851392
H: -0.589429 0.748043 -1.293167
H: -4.154990 1.727386 -0.423067
H: -0.373827 3.010704 -0.229889
H: -5.492714 0.500612 -6.812206
C: 3.339582 -0.313459 3.405633
O: 4.598244 -0.945945 3.257056
C: 4.570071 -2.359685 3.389215
C: 4.805505 -3.046484 2.060598
N: 3.675133 -2.860911 1.160382
C: 3.908633 -3.272804 -0.221165
C: 5.011423 -2.582289 -1.018024
O: 4.753968 -1.225433 -1.327182
C: 5.068571 -0.296805 -0.304414
H: 3.519281 0.756096 3.496684
H: 2.693501 -0.481065 2.535487
H: 2.828404 -0.652959 4.307953
H: 3.630523 -2.692539 3.840692
H: 5.383084 -2.634193 4.067637
H: 4.948395 -4.117288 2.234806
H: 5.741055 -2.645416 1.648576
H: 3.408900 -1.885880 1.165553
H: 2.970954 -3.117441 -0.761250
H: 4.100964 -4.350554 -0.230783
H: 5.076151 -3.094990 -1.981208
H: 5.997149 -2.684011 -0.548572
H: 5.939425 -0.610019 0.275860
H: 4.222001 -0.132557 0.367891
H: 5.294122 0.655488 -0.784625
C: 2.229234 -1.100142 7.087140
O: 2.434980 0.229725 6.652010
C: 1.290561 1.069795 6.762129
C: 1.455456 2.096967 7.861287
N: 1.426379 1.480774 9.181168
C: 1.814357 2.362097 10.280205
C: 3.218151 2.959176 10.281468
O: 4.258120 2.025864 10.499259
C: 4.692924 1.315181 9.355975
H: 3.088611 -1.685750 6.761431
H: 2.160466 -1.172778 8.177497
H: 1.325361 -1.529115 6.644188
H: 0.383425 0.477158 6.908962
H: 1.192375 1.599817 5.810284
H: 0.637950 2.820419 7.790251
H: 2.394964 2.632036 7.668843
H: 2.036695 0.675162 9.183366
H: 1.703385 1.788262 11.203298
H: 1.091453 3.182658 10.331521
H: 3.268122 3.652424 11.124835
H: 3.421646 3.553009 9.381901
H: 4.637530 1.926037 8.451358
H: 4.120433 0.394751 9.209697
H: 5.732549 1.032418 9.520908

Cartesian forces, eV/Å:
C -0.5 0.1 0.0
C 0.3 0.1 0.3
C -0.1 0.5 0.3
C -0.1 -0.8 -0.4
C 0.2 0.0 -0.3
C -0.3 0.4 0.4
C 0.5 0.1 0.0
Si -0.7 0.0 0.7
O 0.6 -0.4 -0.1
Si 0.1 0.6 -0.4
C 0.2 -0.3 0.0
C 0.2 0.0 -0.1
C -0.3 -0.1 0.6
C 0.0 -0.1 0.1
C -0.4 0.4 -0.2
C 0.0 0.0 -0.1
P -0.4 1.0 0.2
O 0.4 -0.2 -0.1
O -0.1 -0.7 0.0
S -0.1 -0.1 -0.2
P 0.5 -0.3 -0.9
O 0.0 0.0 0.3
Cl -0.1 0.1 0.2
H 0.0 0.2 -0.2
H 0.3 -0.1 0.0
H 0.2 -0.2 -0.1
H -0.2 0.2 0.1
H -0.2 -0.1 -0.1
H 0.2 0.0 -0.1
H 0.2 -0.2 -0.1
H 0.0 0.2 0.1
H -0.3 0.1 0.0
H 0.0 -0.3 0.0
H -0.2 0.2 0.2
H 0.0 -0.1 -0.3
H 0.3 -0.2 0.1
H -0.1 0.0 0.2
H -0.2 0.0 0.0
H 0.2 0.1 0.1
H -0.1 0.0 0.1
H -0.1 0.1 0.0
H 0.1 0.1 -0.2
H 0.1 -0.1 -0.1
H 0.2 -0.1 0.0
H 0.0 -0.1 0.2
H -0.2 -0.1 0.1
H 0.2 0.1 0.1
H -0.2 0.0 -0.2
C 0.1 0.0 -0.1
O -0.2 0.0 0.0
C 0.2 -0.1 0.1
C -0.1 0.1 -0.1
N 0.1 0.1 -0.1
C -0.2 0.0 0.1
C 0.0 -0.2 -0.2
O 0.0 0.0 0.1
C -0.1 0.1 -0.2
H 0.0 0.0 0.0
H -0.1 0.0 0.1
H 0.0 0.0 0.0
H -0.1 0.0 -0.1
H 0.0 0.0 0.0
H 0.0 0.0 0.0
H 0.1 -0.1 0.1
H 0.0 0.0 0.0
H 0.0 0.0 0.0
H 0.1 0.0 0.0
H 0.0 0.0 0.0
H 0.0 0.1 0.1
H 0.0 0.0 0.1
H 0.1 0.0 0.1
H 0.0 0.0 0.0
C 0.1 0.1 -0.1
O -0.1 -0.1 0.1
C 0.0 0.2 -0.2
C 0.1 -0.1 0.2
N 0.1 0.1 -0.1
C -0.1 -0.2 0.0
C 0.0 0.2 0.1
O 0.0 0.0 -0.1
C 0.1 0.0 0.2
H 0.0 0.0 0.0
H -0.1 0.0 0.0
H 0.0 0.0 0.0
H 0.0 0.0 0.1
H 0.0 0.0 0.0
H 0.0 0.0 0.0
H 0.0 0.1 -0.1
H 0.0 0.0 0.0
H 0.0 0.0 0.0
H 0.0 0.0 0.0
H 0.0 0.0 0.0
H 0.0 -0.1 -0.1
H -0.1 0.0 0.0
H 0.0 0.0 -0.1
H 0.0 0.0 0.0

Mulliken population analysis, charges in e, atoms 1 to 6: number 1, C, carries -1.2372; number 2, C, carries -0.5232; number 3, C, carries -0.6869; number 4, C, carries -0.5458; number 5, C, carries -1.1735; number 6, C, carries -0.7193

=====

Looking at calculated total energy for the records above, in order, we have -86877.3033, -103870.5797 eV.
Looking at HOMO-LUMO gap for the records above, in order, we have 8.611, 8.574 eV.